Entry 1:
A structure of composition C28H46FN3ORhSSb. Source: the Open Molecules 2025 dataset; level of theory: the ωB97M-V functional and the def2-TZVPD basis.

Geometry as XYZ:
```
82
Properties=species:S:1:pos:R:3:forces:R:3
C -3.022 -3.825 3.815 -0.08 0.05 -0.04
C 4.031 -0.020 -0.964 0.01 0.00 0.05
H 1.189 3.238 -0.325 0.00 0.00 0.00
H -0.478 -2.565 -0.772 -0.04 -0.02 0.01
H -4.884 -4.853 4.016 0.00 -0.01 0.00
H 4.167 0.781 -1.689 -0.01 0.02 -0.02
H -5.789 3.169 0.513 0.00 0.00 0.00
C 2.945 0.456 2.240 0.13 0.12 0.15
H 3.999 -1.958 -2.840 0.01 0.01 0.01
H 3.075 1.737 -3.259 0.01 -0.01 0.02
H -5.378 1.578 -0.155 0.00 0.00 0.00
N 0.758 -1.202 3.761 0.08 0.08 0.01
S -0.763 -1.003 1.530 0.07 -0.14 -0.14
H -0.844 2.701 -1.660 0.01 0.00 -0.01
C -1.914 -0.419 -1.861 -0.02 0.04 -0.09
C -4.086 -5.033 2.032 0.00 0.00 0.02
C -1.983 -3.496 2.956 -0.01 0.11 0.02
H 4.949 -0.615 -0.970 0.00 0.00 0.00
C 2.044 2.021 -3.467 -0.03 0.04 -0.03
C 3.959 1.031 2.995 -0.04 -0.09 -0.05
H -0.718 -2.953 4.488 0.10 -0.08 -0.05
C -0.196 2.668 -2.539 0.03 0.04 0.01
H -0.077 3.694 -2.899 -0.01 0.00 0.00
H -0.388 0.173 -4.138 -0.03 0.06 0.00
C -5.177 2.644 -0.220 0.02 0.01 0.00
H -2.693 -1.021 -2.337 0.00 0.01 -0.02
C 1.794 1.182 1.943 -0.12 -0.37 -0.33
C 1.669 2.488 2.428 0.05 0.01 0.04
H -2.683 4.441 -0.903 -0.01 0.01 -0.01
C 1.193 2.127 -2.204 -0.01 -0.02 0.04
Sb 0.997 0.171 -1.240 -0.13 0.10 0.00
H 2.591 4.087 3.558 0.01 0.00 0.01
C -1.969 -3.949 1.648 -0.01 -0.07 0.04
C -3.032 -4.712 1.189 0.01 0.01 -0.03
H -3.015 -3.476 4.841 0.01 0.00 0.00
H 1.018 -1.625 4.639 0.01 -0.01 0.00
H 3.757 -2.584 -0.279 0.00 -0.01 -0.01
Rh 0.086 0.999 0.978 0.33 0.37 0.54
H 3.097 -0.598 -3.493 -0.01 0.00 0.00
H 0.466 -2.912 -2.225 -0.01 0.00 -0.03
C -3.283 4.278 -0.008 0.00 -0.01 0.00
H -0.696 2.110 -3.328 0.01 -0.05 -0.02
H 0.772 3.083 2.236 -0.02 -0.01 -0.02
H -2.049 0.615 -2.188 0.00 -0.04 0.04
H 2.270 -2.114 -3.089 0.01 0.00 0.01
H -3.023 -5.077 0.170 0.00 0.00 0.00
C -0.445 -2.443 -1.854 -0.01 -0.02 0.00
F 4.786 2.879 4.164 -0.02 -0.02 -0.01
H 1.224 -0.351 3.485 0.01 -0.01 -0.06
H 1.631 1.322 -4.196 0.00 0.00 0.00
H -2.678 4.495 0.869 0.00 0.00 0.00
H 4.862 0.485 3.233 0.01 0.02 0.01
C -0.360 -0.855 -3.783 -0.02 -0.06 -0.04
C 3.049 -1.420 -2.778 0.05 -0.05 0.03
O -1.715 2.107 0.561 -0.22 -0.09 -0.31
N -3.763 2.897 0.044 -0.02 0.00 0.01
C 2.677 3.079 3.179 -0.01 0.00 -0.01
H -1.130 -3.742 1.003 0.08 0.00 -0.03
H 2.022 4.029 -1.651 0.01 0.00 -0.01
H -1.288 -2.994 -2.281 -0.01 0.01 -0.01
H -1.182 -1.386 -4.272 0.02 -0.01 -0.01
N -0.900 -2.737 3.516 0.11 -0.08 0.04
C 2.871 -0.939 -1.335 -0.07 -0.02 -0.04
C 3.809 2.332 3.445 0.00 0.06 0.02
H -2.077 -0.474 -0.784 0.04 -0.05 -0.02
C -0.554 -0.979 -2.273 0.08 -0.01 0.10
H 2.071 3.006 -3.942 0.01 0.00 0.00
H 2.403 -1.874 0.603 0.01 0.01 -0.02
C -4.074 -4.596 3.349 0.01 0.00 0.00
H 3.933 0.426 0.024 0.00 -0.01 -0.04
H 2.802 2.691 -0.805 0.01 -0.02 -0.01
H 0.569 -1.312 -4.124 -0.04 0.04 0.01
H -4.905 -5.638 1.669 0.00 0.00 0.00
H -4.143 4.940 -0.028 0.01 0.01 0.00
C 2.765 -2.138 -0.392 0.04 -0.02 0.03
C -2.934 1.923 0.327 0.00 -0.01 0.13
H -5.434 2.996 -1.218 -0.01 0.00 0.00
H -3.373 0.922 0.366 -0.01 0.03 -0.01
H 2.103 -2.908 -0.788 0.01 0.02 0.00
C 1.846 3.057 -1.182 0.02 0.00 0.01
H 3.072 -0.561 1.900 -0.02 -0.01 0.00
C -0.224 -1.699 3.026 -0.40 0.14 0.11
```
Forces are in eV/Å.

2S+1 = 1
gap between HOMO and LUMO = 6.98 eV
E = -2182.36232 a.u.
energy relative to the best compared isomer or geometry (same formula, charge and spin) = 0.0 kJ/mol
total charge = +2

Löwdin atomic charge list, values in e, 6 entries:
1. C -0.015
2. C -0.092
3. H 0.059
4. H 0.024
5. H 0.118
6. H 0.072

Entry 2:
A structure of composition C30H45AsMnN5OS3 in a non-equilibrium geometry. Source: the Open Molecules 2025 dataset; level of theory: the ωB97M-V functional and the def2-TZVPD basis.

Geometry as XYZ:
```
86
Properties=species:S:1:pos:R:3:forces:R:3
H -3.970 2.753 -4.731 0.40 0.64 0.74
H -0.667 2.483 1.513 0.00 -0.02 0.09
H 1.954 2.297 3.087 0.31 0.07 0.44
H 1.966 -2.864 4.681 0.00 0.15 -0.07
C -2.471 -0.972 3.176 0.63 0.27 -0.54
C -3.262 -3.084 4.112 0.64 -0.98 0.16
H 2.091 -0.601 -4.948 0.00 0.85 0.17
C 3.350 0.089 1.924 0.05 -0.63 0.04
C 4.453 3.776 -1.329 0.02 -0.12 0.33
C -1.978 1.034 -1.898 0.93 -1.28 1.39
S 2.553 -0.132 -2.706 -1.22 0.40 0.42
H -3.255 -0.885 5.077 -0.10 -0.24 0.31
O 1.154 -0.131 -2.098 0.76 -0.60 -0.09
H -1.597 2.305 -4.132 -0.33 0.38 -0.05
H 3.990 -0.433 3.979 0.31 0.41 -0.47
C 4.204 0.322 3.197 -1.08 -0.49 -0.47
H -1.594 3.532 -2.870 -0.64 -0.17 -0.15
C 1.288 -1.017 3.689 0.63 1.20 0.83
H -3.236 -4.174 3.858 -0.07 1.08 -0.04
C 2.485 2.446 -1.702 -0.64 0.08 0.27
H 1.327 0.971 -4.433 0.24 -0.06 0.08
C 3.073 3.619 -1.236 0.41 -0.34 -0.44
C -1.414 -3.711 -0.466 -0.38 0.75 0.18
H 1.406 2.345 -1.762 -0.01 -0.02 0.26
C 4.643 1.502 -2.121 1.09 -0.45 0.11
Mn -0.145 -1.044 -0.207 0.38 0.27 0.23
C 0.346 2.802 1.758 0.11 0.07 0.30
N 0.824 -3.006 -0.449 0.03 -0.87 0.59
C 3.258 1.367 -2.096 1.17 0.74 -0.36
N -1.263 0.331 -1.295 -1.23 1.83 -1.16
C 1.899 -2.419 3.687 -0.52 -0.15 -1.52
H 2.485 4.416 -0.820 -0.32 0.18 -0.09
H 0.920 2.803 0.823 0.00 0.14 0.18
C 2.130 -3.204 -0.426 0.53 -0.66 -0.40
H 6.333 2.832 -1.813 -0.63 -0.12 0.03
C 2.677 -4.462 -0.678 0.19 -0.20 0.41
H 1.835 -0.412 4.479 -0.76 -0.39 -0.95
H 1.267 -3.062 3.045 0.24 0.01 0.41
N -2.800 1.810 -2.531 -1.18 0.27 0.52
As 1.364 0.098 2.000 0.87 -0.71 1.01
H 0.309 3.816 2.171 -0.07 -0.02 -0.29
H -2.611 0.588 4.468 -0.16 -0.10 -0.21
H -3.079 4.230 -4.836 0.26 0.27 0.05
H 2.313 -6.562 -1.005 -0.50 0.53 -0.05
H 2.886 -2.439 3.196 -0.18 0.09 0.43
H 0.230 -1.007 3.956 0.03 -0.22 0.13
C -4.933 3.102 -2.139 0.54 -0.42 1.44
H 4.928 4.702 -1.014 -0.14 -0.12 -0.05
C 2.240 0.368 -4.417 0.56 -0.67 -0.48
H 4.040 1.306 3.611 -0.17 0.31 0.20
H -5.176 4.696 -3.604 0.36 -0.21 0.19
C -4.292 1.702 -2.323 -0.10 -0.39 -1.07
C -3.423 3.512 -4.100 -0.77 -0.24 -1.01
C -0.014 -4.092 -0.561 0.25 0.73 -0.18
H 3.619 0.783 1.140 0.19 0.39 -0.23
H -4.696 1.175 -3.235 0.26 0.54 0.93
H 3.117 0.908 -4.838 -0.63 -0.42 0.32
H 5.310 0.641 -2.381 -0.78 0.81 0.12
C -4.361 4.169 -3.079 0.43 0.76 -0.23
H 3.588 -0.909 1.497 -0.06 0.41 0.26
C 1.842 -5.576 -0.864 0.11 0.45 0.11
H -4.502 1.046 -1.459 0.33 0.40 -0.38
H 2.787 -2.343 -0.202 -0.47 -0.43 -0.31
C -3.814 -3.388 -0.771 -0.60 -1.09 0.12
H -4.737 3.381 -1.084 -0.08 -0.01 -0.51
C -1.745 -2.366 -0.390 -0.97 -1.29 -0.30
C 1.000 1.888 2.800 -0.88 -0.89 -0.58
C -3.177 -2.215 -0.569 0.98 -0.37 -0.12
H -3.667 -1.253 -0.633 -0.08 -0.01 0.11
H -2.374 -2.668 2.182 -0.06 -0.20 -0.04
C 5.239 2.721 -1.764 0.31 -0.47 -0.23
H -2.704 -3.004 5.066 -0.48 0.03 -0.26
C 0.456 -5.383 -0.810 0.03 -0.53 -0.06
H -4.862 -3.554 -1.015 0.23 0.05 0.24
H 0.337 1.694 3.672 0.55 0.33 -0.49
C -2.262 2.838 -3.427 1.02 -0.37 -0.15
H 3.758 -4.566 -0.646 -0.18 -0.11 -0.09
H -6.021 3.007 -2.193 0.14 -0.06 -0.27
H -0.285 -6.208 -0.970 0.92 0.84 0.27
H 5.231 0.288 2.882 0.58 -0.21 0.17
H -3.772 4.974 -2.531 -0.74 -1.04 -0.47
S -1.868 -0.072 1.849 -0.51 0.33 0.96
N -2.834 -0.384 4.326 0.17 0.46 -0.21
S -2.778 -4.800 -0.624 -0.14 1.20 -0.44
H -4.306 -2.762 4.223 0.24 -0.10 0.04
N -2.555 -2.299 3.106 -0.53 -0.20 -0.03
```
Forces are in eV/Å.

2S+1 = 6
gap between HOMO and LUMO (spin up / spin down) = 7.30 / 7.89 eV
E = -6100.27882 a.u.
⟨S²⟩ = 8.757
total charge = +1

Löwdin atomic charge list, values in e, 6 entries:
1. H 0.136
2. H 0.018
3. H 0.050
4. H 0.073
5. C -0.845
6. C -0.065